Molecular formula: C3H9N4
Method: DFT, ωB97M-V/def2-TZVPD

```
16
Properties=species:S:1:pos:R:3
C 1.88794 0.34341 0.42120
C 1.03866 -1.56996 -0.17180
C -1.66630 -0.42611 0.71237
N 2.04671 -0.87254 0.65674
N 0.94878 0.68776 -0.49738
N 0.25451 1.90866 -0.37174
N 0.14732 -0.50447 -0.60821
H 2.37642 1.26069 0.71529
H 1.48986 -2.05260 -0.94728
H 0.42371 -2.44602 0.39772
H -2.11312 0.28111 0.08291
H -1.82964 -1.46083 0.66249
H -1.20782 0.07436 1.50354
H 0.34022 2.57798 -1.12862
H 0.14017 2.34162 0.55535
H -0.28184 -0.69755 -1.49584
```

As for the relative energy (zero: lowest compared OMol25 entry of this formula, charge and spin): 580.43 kJ/mol. The total energy is -9205.6058 eV. As for the total charge: +1.

Atom charges from the Löwdin analysis, given in e for atoms 1 to 8: atom 1 (C): -0.1941, atom 2 (C): -0.1612, atom 3 (C): 0.3236, atom 4 (N): 0.1239, atom 5 (N): -0.1434, atom 6 (N): 0.0842, atom 7 (N): 0.0516, atom 8 (H): 0.1465